No. 1
Computed, not measured: a 5-piece molecular cluster, C34H76BrN4 overall, with ωB97M-V with the def2-TZVPD basis set.

CARTESIAN COORDINATES (ANGSTROEM)
C1 1.050 4.336 0.769
C2 0.256 3.896 -0.395
C3 0.218 4.892 -1.564
N1 -0.233 4.289 -2.907
C4 0.628 3.092 -3.526
C5 -1.656 3.681 -2.702
C6 -2.367 3.956 -4.074
C7 -1.799 5.298 -4.596
C8 -0.397 5.414 -4.006
H1 0.714 5.328 1.072
H2 2.114 4.373 0.538
H3 1.025 3.629 1.599
H4 -0.723 3.516 -0.101
H5 0.650 2.961 -0.796
H6 1.171 5.387 -1.748
H7 -0.299 5.810 -1.286
H8 0.948 2.281 -2.871
H9 1.531 3.651 -3.774
H10 0.001 2.735 -4.343
H11 -1.560 2.643 -2.382
H12 -2.183 4.348 -2.021
H13 -2.153 3.193 -4.822
H14 -3.451 4.034 -3.991
H15 -1.740 5.467 -5.672
H16 -2.483 6.078 -4.260
H17 0.375 5.165 -4.735
H18 -0.166 6.447 -3.744
C9 3.376 0.453 -3.747
C10 2.760 -0.883 -4.131
C11 3.153 -2.005 -3.144
N2 2.206 -3.248 -3.423
C12 2.055 -3.752 -4.866
C13 0.783 -2.845 -3.013
C14 -0.011 -4.184 -2.584
C15 1.155 -5.044 -2.018
C16 2.431 -4.319 -2.330
H19 4.398 0.772 -3.954
H20 3.267 0.561 -2.668
H21 2.793 1.209 -4.272
H22 3.232 -1.150 -5.077
H23 1.681 -0.805 -4.265
H24 2.990 -1.784 -2.089
H25 4.179 -2.316 -3.340
H26 3.062 -3.677 -5.275
H27 1.387 -3.102 -5.431
H28 1.792 -4.810 -4.900
H29 0.192 -2.163 -3.625
H30 1.040 -2.326 -2.089
H31 -0.386 -4.759 -3.430
H32 -0.806 -4.037 -1.852
H33 1.204 -6.090 -2.320
H34 1.053 -4.919 -0.940
H35 3.301 -4.885 -2.661
H36 2.780 -3.962 -1.361
C17 -6.820 -0.031 5.733
C18 -7.238 -0.732 4.327
C19 -6.045 -0.873 3.407
C20 -5.521 0.476 2.886
N3 -4.155 0.142 2.113
C21 -3.047 -0.504 2.967
C22 -1.716 0.136 2.660
C23 -2.148 1.596 2.251
C24 -3.543 1.557 1.665
C25 -4.329 -0.724 0.860
H37 -5.757 -0.201 5.900
H38 -7.423 -0.493 6.515
H39 -7.031 1.038 5.757
H40 -7.921 -0.069 3.797
H41 -7.565 -1.766 4.443
H42 -6.124 -1.545 2.552
H43 -5.268 -1.229 4.083
H44 -5.477 1.326 3.567
H45 -6.214 0.736 2.086
H46 -3.103 -1.588 3.061
H47 -3.282 -0.120 3.959
H48 -1.125 -0.362 1.892
H49 -0.989 0.073 3.470
H50 -1.465 1.785 1.423
H51 -1.993 2.347 3.026
H52 -3.478 1.500 0.578
H53 -4.212 2.381 1.909
H54 -5.198 -0.228 0.427
H55 -4.551 -1.743 1.177
H56 -3.388 -0.630 0.319
C26 2.235 -5.188 2.696
C27 1.307 -4.052 3.151
C28 2.006 -2.624 3.292
C29 2.201 -1.863 1.904
N4 2.996 -0.524 2.017
C30 3.330 0.059 0.585
C31 4.839 0.570 0.743
C32 5.275 0.524 2.145
C33 4.427 -0.643 2.601
C34 2.256 0.584 2.757
H57 3.158 -5.266 3.271
H58 2.347 -5.122 1.614
H59 1.991 -6.204 3.005
H60 0.923 -4.462 4.085
H61 0.431 -4.089 2.504
H62 2.937 -2.969 3.744
H63 1.608 -2.000 4.093
H64 1.223 -1.941 1.428
H65 2.887 -2.515 1.364
H66 2.680 0.912 0.390
H67 3.139 -0.716 -0.158
H68 5.102 1.521 0.280
H69 5.499 -0.090 0.180
H70 5.005 1.502 2.544
H71 6.354 0.378 2.090
H72 4.261 -0.785 3.669
H73 4.886 -1.543 2.193
H74 2.747 1.551 2.655
H75 2.247 0.316 3.814
H76 1.225 0.563 2.405
Br1 0.068 0.025 -0.738

Output
HOMO level	-15.08	eV
E_LUMO	-5.7	eV
net charge	+3

***

No. 2
Computed, not measured: a 2-piece molecular cluster, C2H2N4 overall, with ωB97M-V with the def2-TZVPD basis set.

CARTESIAN COORDINATES (ANGSTROEM)
C1 0.123 0.013 0.535
C2 2.765 1.535 0.025
N1 -1.033 -0.145 0.261
N2 -2.262 -0.039 -0.257
N3 3.527 0.643 -0.204
N4 -3.036 -0.927 0.199
H1 3.994 -0.231 -0.362
H2 -4.077 -0.849 -0.196

Output
HOMO level (alpha / beta)	-8.30 / -11.07	eV
⟨S²⟩	2.01
spin multiplicity	3
E_LUMO (alpha / beta)	1.0 / -3.1	eV
ΔE to the lowest compared entry with this formula, charge and spin	2.2374	eV
net charge	0

***

No. 3
Computed, not measured: C21H13F9N5O5S2Ti as an isolated structure, with ωB97M-V with the def2-TZVPD basis set.

CARTESIAN COORDINATES (ANGSTROEM)
Ti1 -1.692 -15.185 3.934
C1 -6.906 -15.409 1.491
C2 -6.791 -15.426 2.898
C3 -5.619 -14.979 3.450
C4 -4.566 -14.360 2.677
C5 -4.855 -14.131 1.304
C6 -5.975 -14.676 0.716
N1 -3.408 -13.856 3.296
C7 -3.210 -12.501 3.453
C8 -4.020 -11.352 3.125
C9 -3.594 -10.086 3.557
C10 -2.327 -9.855 4.102
C11 -1.504 -10.978 4.456
C12 -1.969 -12.264 4.195
N2 -1.573 -13.401 4.910
N3 -0.869 -13.246 5.995
C13 -0.914 -14.363 6.732
C14 -0.131 -14.572 7.902
C15 -0.069 -15.879 8.402
C16 -0.982 -16.807 7.963
C17 -1.808 -16.525 6.881
N4 -1.733 -15.337 6.219
H1 -7.695 -15.892 0.950
H2 -7.634 -15.702 3.482
H3 -5.373 -15.161 4.476
H4 -4.225 -13.469 0.721
H5 -6.188 -14.548 -0.330
H6 -4.859 -11.366 2.410
H7 -4.286 -9.222 3.427
H8 -1.992 -8.835 4.165
H9 -0.543 -10.747 4.961
H10 0.525 -13.822 8.202
H11 0.654 -16.100 9.177
H12 -1.067 -17.816 8.341
H13 -2.602 -17.098 6.513
F1 -4.151 -19.220 5.782
C18 -4.737 -18.683 4.656
F2 -5.557 -19.628 4.187
F3 -5.458 -17.569 4.982
S1 -3.451 -18.178 3.349
O1 -3.120 -16.733 3.691
O2 -4.152 -18.363 2.069
N5 -2.219 -19.096 3.602
S2 -0.715 -18.659 3.901
O3 0.222 -19.207 2.983
O4 -0.541 -17.219 4.299
C19 -0.372 -19.638 5.506
F4 0.733 -19.207 6.137
F5 -1.413 -19.476 6.429
F6 -0.355 -20.986 5.287
F7 -2.353 -15.441 0.957
C20 -1.246 -15.131 1.733
F8 -0.572 -14.153 1.062
F9 -0.434 -16.234 1.565
O5 1.214 -14.374 3.395
C21 0.136 -14.796 3.551

Output
HOMO level (alpha / beta)	-7.73 / -8.18	eV
⟨S²⟩	1.24
spin multiplicity	2
E_LUMO (alpha / beta)	-2.2 / -2.2	eV
ΔE to the lowest compared entry with this formula, charge and spin	1.3149	eV
net charge	0

***

No. 4
Computed, not measured: a 2-piece molecular cluster, CH3INOP overall, with ωB97M-V with the def2-TZVPD basis set.

CARTESIAN COORDINATES (ANGSTROEM)
C1 -1.156 -0.481 -0.009
N1 -0.396 -1.438 0.057
O1 -0.356 1.323 0.127
P1 1.223 1.332 0.216
I1 -3.109 -0.204 -0.386
H1 0.696 -1.382 -0.046
H2 1.570 0.634 -1.059
H3 1.526 0.215 1.099

Output
HOMO level (alpha / beta)	-8.70 / -8.70	eV
E_LUMO (alpha / beta)	-0.6 / -0.6	eV
ΔE to the lowest compared entry with this formula, charge and spin	2.7625	eV
net charge	0

***

No. 5
Computed, not measured: a 2-piece molecular cluster, C2H9N2O overall, with ωB97M-V with the def2-TZVPD basis set.

CARTESIAN COORDINATES (ANGSTROEM)
C1 0.099 1.763 -0.164
N1 0.051 0.369 0.160
C2 1.144 -0.256 0.546
N2 1.198 -1.548 0.899
H1 0.508 1.993 -1.228
H2 0.854 2.175 0.488
H3 -0.829 2.274 0.002
H4 -0.795 -0.269 -0.320
H5 2.007 0.306 0.912
H6 0.398 -2.150 0.591
H7 2.136 -1.919 1.238
H8 -2.767 -1.005 -0.418
H9 -2.085 -0.758 -1.801
O1 -1.919 -0.975 -0.906

Output
HOMO level	-14.53	eV
E_LUMO	-3.3	eV
ΔE to the lowest compared entry with this formula, charge and spin	1.1741	eV
net charge	+1

***

No. 6
Computed, not measured: one molecule with the formula C9H15NS, with ωB97M-V with the def2-TZVPD basis set.

CARTESIAN COORDINATES (ANGSTROEM)
C1 1.329 0.280 -1.230
C2 -0.085 1.935 0.058
C3 1.016 -0.772 -0.490
C4 -0.502 1.590 1.254
C5 0.195 -1.924 -1.159
C6 -1.669 0.727 -1.349
C7 1.612 -2.044 1.581
C8 -1.452 2.095 -0.736
C9 0.989 -0.818 1.007
N1 -0.884 0.833 2.098
S1 1.572 1.845 -0.559
H1 -0.633 -1.431 -1.801
H2 0.616 -2.657 -1.806
H3 -0.358 -2.469 -0.334
H4 -0.741 0.373 -1.943
H5 -2.707 0.584 -1.726
H6 -1.761 0.048 -0.554
H7 1.269 -2.959 1.127
H8 1.446 -1.992 2.648
H9 2.715 -1.977 1.396
H10 -2.273 2.457 -0.136
H11 -1.058 2.831 -1.470
H12 -0.064 -0.796 1.325
H13 1.386 0.083 1.522
H14 -1.089 1.315 2.983
H15 1.133 2.843 -1.705

Output
HOMO level	-7.12	eV
E_LUMO	0.1	eV
ΔE to the lowest compared entry with this formula, charge and spin	7.0026	eV
net charge	0

***

No. 7
Computed, not measured: C6H15NS as an isolated structure, with ωB97M-V with the def2-TZVPD basis set.

CARTESIAN COORDINATES (ANGSTROEM)
C1 2.037 -1.118 -0.020
C2 2.631 0.105 0.654
S1 3.226 1.417 -0.510
C3 0.690 -0.898 -0.678
N1 -0.281 -0.377 0.396
C4 -2.714 -0.322 0.532
C5 -1.522 0.057 -0.284
C6 -1.362 1.594 -0.486
H1 2.720 -1.486 -0.800
H2 1.933 -1.917 0.751
H3 3.479 -0.302 1.232
H4 1.931 0.486 1.389
H5 1.477 1.594 -0.318
H6 0.569 0.005 -1.260
H7 0.397 -1.777 -1.283
H8 -0.483 -1.120 1.062
H9 -2.846 -1.314 0.971
H10 -2.821 0.214 1.491
H11 -3.630 -0.092 -0.039
H12 -1.533 -0.438 -1.263
H13 -2.169 2.071 -1.056
H14 -0.401 1.761 -1.057
H15 -1.327 1.858 0.577

Output
HOMO level	-8.88	eV
E_LUMO	0.3	eV
ΔE to the lowest compared entry with this formula, charge and spin	2.4994	eV
net charge	0

***

No. 8
Computed, not measured: one molecule with the formula C14H25NO4Si2, with ωB97M-V with the def2-TZVPD basis set.

CARTESIAN COORDINATES (ANGSTROEM)
C1 1.701 3.192 2.964
Si1 1.345 2.068 1.512
C2 2.570 2.385 0.075
C3 1.502 0.317 2.253
C4 1.967 -0.861 1.391
Si2 0.775 -1.350 0.042
O1 1.113 -2.931 -0.415
C5 0.871 -3.182 -1.767
C6 -0.576 -3.325 -2.138
N1 -1.412 -2.125 -1.915
C7 -2.319 -2.131 -0.723
C8 -1.582 -2.328 0.555
O2 -0.709 -1.273 0.806
C9 -0.981 -0.875 -2.646
C10 -0.321 0.105 -1.718
O3 0.936 -0.302 -1.241
C11 -0.380 2.389 0.879
C12 -1.593 1.798 1.200
C13 -2.568 2.534 0.488
C14 -1.916 3.491 -0.204
O4 -0.561 3.381 -0.045
H1 1.327 2.846 3.941
H2 1.185 4.104 2.658
H3 2.780 3.378 2.941
H4 2.258 1.790 -0.754
H5 2.537 3.435 -0.214
H6 3.589 2.139 0.384
H7 0.484 0.101 2.607
H8 2.134 0.470 3.134
H9 2.987 -0.778 0.997
H10 1.895 -1.790 1.986
H11 1.297 -2.305 -2.304
H12 1.429 -4.079 -2.075
H13 -0.944 -4.137 -1.574
H14 -0.701 -3.574 -3.205
H15 -2.868 -1.189 -0.661
H16 -3.076 -2.929 -0.832
H17 -0.944 -3.202 0.473
H18 -2.280 -2.400 1.421
H19 -1.842 -0.474 -3.138
H20 -0.273 -1.120 -3.439
H21 -0.189 1.086 -2.185
H22 -0.953 0.306 -0.856
H23 -1.792 0.911 1.829
H24 -3.597 2.323 0.504
H25 -2.302 4.112 -0.992

Output
HOMO level	-8.32	eV
SMILES string	C[Si](C)(CC[Si]12OCCN(CCO1)CCO2)c1ccco1
E_LUMO	0.8	eV
net charge	0

***

No. 9
Computed, not measured: one molecule with the formula C5H10O2, with ωB97M-V with the def2-TZVPD basis set.

CARTESIAN COORDINATES (ANGSTROEM)
C1 2.310 -1.347 0.541
C2 1.063 -1.052 -0.149
O1 1.132 0.077 -1.026
C3 0.399 0.198 0.147
C4 -1.413 0.055 -0.360
C5 -1.913 1.527 -0.361
O2 -1.603 -0.394 -1.621
H1 3.190 -1.555 -0.012
H2 2.365 -2.184 1.097
H3 2.675 -0.470 1.130
H4 0.468 -1.765 -0.725
H5 0.668 0.763 0.926
H6 -1.958 -0.668 0.295
H7 -1.456 2.227 -1.069
H8 -1.939 2.182 0.546
H9 -2.978 1.593 -0.657
H10 -0.732 -0.688 -1.867

Output
HOMO level	-9.61	eV
SMILES string	C[C@@H]1O[C@H]1[C@@H](C)O
E_LUMO	1.0	eV
ΔE to the lowest compared entry with this formula, charge and spin	4.5116	eV
net charge	0

***

No. 10
Computed, not measured: one molecule with the formula C7H10, with ωB97M-V with the def2-TZVPD basis set.

CARTESIAN COORDINATES (ANGSTROEM)
C1 0.763 -0.678 2.011
C2 1.491 -0.970 0.762
C3 0.179 -0.204 0.688
C4 -0.068 1.204 0.158
C5 -1.249 0.536 -0.586
C6 -0.905 0.096 -2.024
C7 -1.084 -0.775 0.189
H1 1.133 0.102 2.670
H2 0.215 -1.486 2.484
H3 2.372 -0.377 0.531
H4 1.498 -1.983 0.371
H5 -0.381 1.910 0.934
H6 0.707 1.670 -0.463
H7 -2.226 1.029 -0.561
H8 -0.365 0.881 -2.560
H9 -1.813 -0.158 -2.575
H10 -0.269 -0.797 -2.028

Output
HOMO level	-8.24	eV
E_LUMO	0.3	eV
ΔE to the lowest compared entry with this formula, charge and spin	4.7961	eV
net charge	0

***

No. 11
Computed, not measured: C28H29As2BrN2NiO3 as an isolated structure, with ωB97M-V with the def2-TZVPD basis set.

CARTESIAN COORDINATES (ANGSTROEM)
Ni1 0.761 0.295 -0.052
Br1 4.104 -4.930 4.795
C1 3.123 -4.122 3.384
C2 2.846 -4.868 2.243
C3 2.117 -4.248 1.239
C4 1.707 -2.937 1.358
O1 0.855 -2.418 0.363
C5 1.984 -2.149 2.494
C6 1.642 -0.799 2.761
N1 1.198 0.155 1.925
C7 0.907 1.369 2.493
C8 0.532 1.591 3.816
C9 0.299 2.886 4.302
C10 0.441 3.995 3.511
C11 0.813 3.825 2.155
C12 1.005 4.905 1.268
C13 1.384 4.669 -0.024
C14 1.536 3.339 -0.447
N2 1.341 2.307 0.342
C15 1.014 2.525 1.643
C16 2.711 -2.823 3.517
H1 3.176 -5.891 2.145
H2 1.867 -4.804 0.344
H3 1.910 -0.478 3.764
H4 0.387 0.746 4.476
H5 -0.001 3.004 5.336
H6 0.273 4.992 3.898
H7 0.860 5.917 1.629
H8 1.561 5.478 -0.720
H9 1.827 3.120 -1.466
H10 2.953 -2.274 4.417
C17 -2.185 2.370 0.106
As1 -1.626 0.501 0.028
C18 -2.977 -0.252 1.219
C19 -2.302 -0.019 -1.734
C20 -3.649 -0.287 -1.963
C21 -4.081 -0.748 -3.197
C22 -3.163 -0.940 -4.220
C23 -1.822 -0.660 -4.006
C24 -1.379 -0.203 -2.768
As2 0.509 0.228 -2.465
C25 0.502 1.934 -3.423
C26 1.407 -0.831 -3.828
H11 -3.230 2.476 -0.185
H12 -1.557 2.963 -0.559
H13 -2.045 2.731 1.125
H14 -3.966 0.167 1.034
H15 -2.673 -0.012 2.238
H16 -3.011 -1.335 1.115
H17 -4.374 -0.148 -1.170
H18 -5.130 -0.961 -3.359
H19 -3.492 -1.306 -5.185
H20 -1.118 -0.815 -4.815
H21 0.034 1.782 -4.395
H22 1.523 2.287 -3.567
H23 -0.062 2.679 -2.864
H24 1.118 -0.493 -4.823
H25 1.173 -1.883 -3.693
H26 2.479 -0.698 -3.697
C27 -1.166 -3.113 -1.069
O2 0.101 -2.845 -1.690
C28 1.186 -2.680 -0.921
O3 2.290 -2.721 -1.371
H27 -1.886 -3.122 -1.882
H28 -1.421 -2.339 -0.352
H29 -1.138 -4.082 -0.571

Output
HOMO level (alpha / beta)	-5.05 / -7.07	eV
⟨S²⟩	2.04
spin multiplicity	3
E_LUMO (alpha / beta)	0.2 / 0.0	eV
ΔE to the lowest compared entry with this formula, charge and spin	0.6700	eV
net charge	0

***

No. 12
Computed, not measured: a 4-piece molecular cluster, C3H15NO3 overall, with ωB97M-V with the def2-TZVPD basis set.

CARTESIAN COORDINATES (ANGSTROEM)
C1 1.343 -2.909 -0.089
C2 0.003 -2.806 0.628
C3 -1.105 -2.259 -0.280
N1 -2.024 -1.328 0.454
H1 1.640 -1.948 -0.534
H2 2.173 -3.156 0.590
H3 1.344 -3.676 -0.870
H4 0.099 -2.168 1.504
H5 -0.278 -3.799 0.969
H6 -0.688 -1.672 -1.108
H7 -1.663 -3.099 -0.704
H8 -2.867 -1.287 -0.117
H9 -2.328 -1.841 1.284
O1 0.782 2.575 0.456
H10 1.466 2.552 -0.223
H11 0.753 1.648 0.752
O2 -0.038 0.331 2.206
H12 -0.806 0.823 2.523
H13 -0.439 -0.263 1.550
O3 0.863 5.158 -3.262
H14 0.466 4.530 -2.648
H15 0.879 5.989 -2.771

Output
HOMO level	-10.26	eV
SMILES string	CCCN.O.O.O
E_LUMO	0.7	eV
ΔE to the lowest compared entry with this formula, charge and spin	0.7429	eV
net charge	0

***

In eV/Å, the strongest force on any atom values for the records above are, in order, 3.40, 5.35, 8.39, 3.26, 3.30, 3.95, 5.29, 2.17, 8.34, 0.43, 0.19, 1.15.